{"formula": "C41H50F3N8O7P2S2", "method": "wB97M-V/def2-TZVPD", "gap_ev": 6.34, "charge": -1, "homo_energy_ev": -4.52, "symbols": ["C", "C", "P", "C", "C", "C", "N", "O", "C", "C", "C", "O", "O", "P", "N", "O", "C", "C", "S", "S", "O", "O", "C", "F", "F", "F", "O", "H", "H", "H", "H", "H", "H", "H", "H", "H", "H", "H", "H", "H", "H", "H", "H", "H", "H", "H", "H", "N", "C", "C", "C", "C", "C", "H", "H", "H", "H", "H", "N", "C", "C", "C", "C", "C", "H", "H", "H", "H", "H", "N", "C", "C", "C", "C", "C", "H", "H", "H", "H", "H", "N", "C", "C", "C", "C", "C", "H", "H", "H", "H", "H", "N", "C", "C", "C", "C", "C", "H", "H", "H", "H", "H", "N", "C", "C", "C", "C", "C", "H", "H", "H", "H", "H"], "positions_angstrom": [[-2.043, 3.381, 0.017], [-0.674, 3.386, -0.063], [0.395, 2.922, -1.579], [1.377, 4.554, -1.512], [0.546, 5.885, -1.594], [0.797, 6.697, -2.902], [-0.301, 6.828, -3.804], [1.838, 7.229, -3.134], [1.577, 1.982, -2.800], [1.834, 2.679, -4.180], [1.105, 1.901, -5.283], [1.368, 0.748, -5.425], [0.204, 2.475, -6.136], [-1.125, 3.556, -3.146], [-2.010, 2.286, -3.575], [-0.502, 1.433, -1.561], [-0.211, 0.586, -0.475], [1.205, 1.073, 0.129], [2.353, -0.325, -0.363], [1.118, 0.879, 2.011], [2.436, 0.448, 2.451], [0.810, 2.103, 2.727], [-0.059, -0.445, 2.582], [0.205, -0.837, 3.824], [-1.327, -0.054, 2.595], [0.099, -1.538, 1.815], [1.548, 2.282, -0.307], [-2.678, 4.097, -0.526], [-2.540, 2.668, 0.699], [-0.117, 3.682, 0.847], [1.866, 4.562, -0.519], [2.203, 4.637, -2.244], [0.937, 6.550, -0.796], [-0.533, 5.782, -1.393], [-0.114, 6.328, -4.666], [-1.161, 6.516, -3.359], [2.555, 1.935, -2.289], [1.233, 0.947, -2.900], [2.913, 2.561, -4.403], [1.649, 3.766, -4.187], [-0.351, 1.727, -6.417], [-2.016, 4.497, -2.548], [-0.529, 4.220, -4.247], [-1.929, 2.171, -4.586], [-1.114, 0.702, 0.176], [-0.293, -0.462, -0.816], [1.557, -1.399, -0.604], [-1.336, -6.426, 0.329], [-1.834, -7.121, 1.355], [-1.916, -6.633, 2.649], [-1.451, -5.352, 2.897], [-0.929, -4.612, 1.849], [-0.897, -5.193, 0.591], [-2.181, -8.119, 1.111], [-2.331, -7.242, 3.442], [-1.496, -4.934, 3.896], [-0.557, -3.610, 2.002], [-0.500, -4.652, -0.263], [-1.837, 5.464, 3.090], [-2.757, 6.220, 3.691], [-3.472, 5.823, 4.811], [-3.220, 4.566, 5.336], [-2.270, 3.763, 4.728], [-1.608, 4.255, 3.612], [-2.921, 7.195, 3.242], [-4.205, 6.482, 5.258], [-3.758, 4.218, 6.210], [-2.046, 2.775, 5.108], [-0.854, 3.665, 3.102], [3.914, -5.064, -2.237], [2.958, -5.164, -1.311], [2.126, -6.265, -1.178], [2.291, -7.321, -2.058], [3.275, -7.238, -3.029], [4.056, -6.093, -3.073], [2.865, -4.311, -0.647], [1.369, -6.294, -0.406], [1.660, -8.199, -1.988], [3.435, -8.041, -3.735], [4.842, -5.983, -3.814], [-0.869, -12.066, 3.242], [-0.288, -11.015, 2.661], [-0.570, -10.594, 1.370], [-1.505, -11.306, 0.638], [-2.119, -12.403, 1.221], [-1.768, -12.737, 2.519], [0.439, -10.490, 3.271], [-0.070, -9.731, 0.950], [-1.753, -11.010, -0.375], [-2.855, -12.985, 0.681], [-2.225, -13.585, 3.019], [7.829, 0.289, 4.269], [7.602, -0.180, 3.040], [6.345, -0.256, 2.462], [5.253, 0.174, 3.200], [5.466, 0.663, 4.480], [6.765, 0.700, 4.963], [8.485, -0.509, 2.500], [6.222, -0.644, 1.459], [4.249, 0.131, 2.786], [4.641, 1.009, 5.089], [6.978, 1.078, 5.958], [-3.948, 6.385, -3.136], [-4.794, 6.912, -4.023], [-6.011, 7.482, -3.683], [-6.374, 7.504, -2.347], [-5.512, 6.960, -1.409], [-4.317, 6.418, -1.854], [-4.467, 6.869, -5.056], [-6.656, 7.897, -4.446], [-7.318, 7.939, -2.040], [-5.760, 6.957, -0.356], [-3.609, 5.984, -1.156]]}

---

{"formula": "C41H50N6O7S", "method": "wB97M-V/def2-TZVPD", "gap_ev": 9.74, "homo_energy_ev": -9.22, "e_above_lowest_kcal_mol": 0.0, "smiles": "CCOCC[C@H]1OC(=O)O[C@H]1CCCCS(=O)(=O)O.c1ccncc1.c1ccncc1.c1ccncc1.c1ccncc1.c1ccncc1.c1ccncc1", "symbols": ["C", "C", "O", "C", "C", "C", "O", "C", "O", "O", "C", "C", "C", "C", "C", "S", "O", "O", "O", "H", "H", "H", "H", "H", "H", "H", "H", "H", "H", "H", "H", "H", "H", "H", "H", "H", "H", "H", "H", "C", "C", "C", "N", "C", "C", "H", "H", "H", "H", "H", "C", "C", "C", "N", "C", "C", "H", "H", "H", "H", "H", "C", "C", "C", "N", "C", "C", "H", "H", "H", "H", "H", "C", "C", "C", "N", "C", "C", "H", "H", "H", "H", "H", "C", "C", "C", "N", "C", "C", "H", "H", "H", "H", "H", "C", "C", "C", "N", "C", "C", "H", "H", "H", "H", "H"], "positions_angstrom": [[-4.765, 2.285, 0.273], [-4.029, 1.344, -0.664], [-4.960, 0.554, -1.396], [-4.413, -0.683, -1.812], [-5.499, -1.518, -2.478], [-6.363, -2.409, -1.577], [-5.848, -3.785, -1.733], [-5.302, -4.200, -0.573], [-4.954, -5.299, -0.328], [-5.183, -3.142, 0.283], [-6.299, -2.301, -0.047], [-6.286, -0.958, 0.652], [-7.459, -0.041, 0.274], [-8.808, -0.732, 0.030], [-9.987, 0.248, 0.119], [-10.076, 1.312, -1.315], [-9.415, 0.684, -2.430], [-9.745, 2.649, -0.930], [-11.644, 1.262, -1.638], [-5.487, 1.716, 0.865], [-4.032, 2.724, 0.959], [-5.264, 3.101, -0.255], [-3.401, 1.916, -1.363], [-3.371, 0.704, -0.061], [-3.978, -1.209, -0.948], [-3.613, -0.494, -2.544], [-5.020, -2.186, -3.199], [-6.145, -0.840, -3.047], [-7.388, -2.452, -1.944], [-7.192, -2.840, 0.312], [-5.339, -0.453, 0.451], [-6.305, -1.149, 1.732], [-7.170, 0.582, -0.581], [-7.608, 0.648, 1.115], [-8.843, -1.211, -0.951], [-8.977, -1.494, 0.800], [-9.916, 0.893, 0.998], [-10.931, -0.298, 0.165], [-11.749, 0.933, -2.544], [-1.984, -0.809, 4.396], [-2.464, -1.775, 3.527], [-3.112, -1.363, 2.372], [-3.300, -0.082, 2.053], [-2.833, 0.836, 2.897], [-2.171, 0.526, 4.076], [-1.472, -1.091, 5.307], [-2.342, -2.829, 3.735], [-3.503, -2.093, 1.671], [-2.995, 1.869, 2.606], [-1.811, 1.315, 4.722], [0.921, 4.600, 0.567], [0.082, 4.284, -0.490], [-1.128, 3.669, -0.213], [-1.531, 3.351, 1.018], [-0.714, 3.664, 2.023], [0.515, 4.284, 1.853], [1.877, 5.073, 0.389], [0.359, 4.512, -1.511], [-1.819, 3.419, -1.011], [-1.059, 3.394, 3.016], [1.144, 4.510, 2.704], [4.947, 7.446, 3.019], [5.389, 6.154, 2.783], [4.567, 5.097, 3.149], [3.374, 5.256, 3.718], [2.962, 6.504, 3.937], [3.707, 7.627, 3.609], [5.559, 8.296, 2.747], [6.350, 5.964, 2.325], [4.877, 4.072, 2.976], [1.986, 6.607, 4.398], [3.320, 8.616, 3.810], [5.105, 0.895, -1.653], [3.724, 0.778, -1.687], [2.954, 1.837, -1.228], [3.469, 2.967, -0.750], [4.797, 3.068, -0.719], [5.652, 2.069, -1.156], [5.745, 0.092, -2.000], [3.247, -0.117, -2.063], [1.870, 1.780, -1.239], [5.192, 3.998, -0.322], [6.724, 2.207, -1.109], [9.045, -3.646, -3.395], [7.666, -3.766, -3.431], [6.901, -2.705, -2.969], [7.419, -1.575, -2.489], [8.747, -1.476, -2.459], [9.600, -2.477, -2.898], [9.673, -4.458, -3.741], [7.195, -4.665, -3.802], [5.818, -2.762, -2.981], [9.145, -0.548, -2.062], [10.672, -2.341, -2.849], [9.924, -8.146, 0.094], [9.586, -8.906, -1.015], [9.119, -8.253, -2.146], [8.973, -6.932, -2.226], [9.302, -6.215, -1.153], [9.781, -6.770, 0.025], [10.293, -8.619, 0.995], [9.681, -9.983, -1.007], [8.846, -8.815, -3.033], [9.168, -5.144, -1.243], [10.032, -6.135, 0.864]]}

---

Computed DFT total energy, in the same sequence as the records: -4335.53661, -2845.68628 a.u..